This record from OMol25 describes a structure of composition C45H43Cl4CsN11O2 at a distorted geometry. The level of theory is the ωB97M-V functional and the def2-TZVPD basis.

The geometry in XYZ format:
```
106
C45H43Cl4CsN11O2 (the ωB97M-V functional and the def2-TZVPD basis)
Cs -2.276 -1.161 0.646
C 2.924 -3.294 -0.773
C 3.148 -2.499 0.344
C 2.185 -2.383 1.332
C 0.970 -3.073 1.239
C 0.764 -3.886 0.112
C 1.724 -3.986 -0.880
N -0.025 -2.877 2.179
C -0.417 -3.809 3.002
C 0.286 -5.068 3.152
C -0.103 -6.011 4.043
C -1.236 -5.808 4.883
C -1.931 -4.646 4.787
C -1.575 -3.620 3.863
N -2.270 -2.474 3.742
N -3.254 -2.319 4.549
C -4.083 -1.242 4.343
C -4.901 -0.872 5.430
C -5.820 0.140 5.274
C -5.928 0.775 4.040
C -5.087 0.351 3.026
N -4.190 -0.621 3.157
H 3.678 -3.378 -1.548
H 4.079 -1.953 0.438
H 2.354 -1.758 2.200
H -0.170 -4.427 0.026
H 1.533 -4.612 -1.745
H 1.159 -5.222 2.531
H 0.455 -6.938 4.124
H -1.528 -6.574 5.590
H -2.790 -4.452 5.415
H -4.785 -1.400 6.367
H -6.458 0.433 6.099
H -6.642 1.570 3.874
H -5.129 0.822 2.046
N -0.854 0.588 4.286
C -0.940 1.895 4.646
C -0.782 2.359 5.940
C -0.822 3.732 6.223
C -1.020 4.665 5.239
C -1.196 4.235 3.905
C -1.409 5.114 2.819
C -1.580 4.609 1.560
C -1.553 3.211 1.376
N -1.356 2.370 2.355
C -1.165 2.853 3.602
H -1.026 -0.136 4.962
H -1.119 0.392 3.336
H -0.615 1.645 6.738
H -0.689 4.058 7.247
H -1.053 5.724 5.467
H -1.438 6.182 3.002
H -1.747 5.262 0.714
H -1.706 2.776 0.393
Cl -6.961 0.049 -2.156
C -5.770 1.363 -2.079
Cl -6.413 2.643 -1.022
Cl -5.532 2.048 -3.693
C -4.503 0.875 -1.470
N -3.788 0.918 -0.553
C 2.920 4.052 -4.283
C 2.334 2.969 -3.358
C 2.283 3.557 -1.928
C 0.905 2.688 -3.836
C 3.217 1.665 -3.423
O 4.476 1.855 -2.785
C 3.479 1.264 -4.893
C 4.310 -0.024 -5.061
C 3.505 -1.301 -5.128
C 2.509 -1.465 -6.088
C 1.773 -2.636 -6.171
C 2.039 -3.669 -5.286
Cl 1.130 -5.142 -5.391
C 3.025 -3.536 -4.325
C 3.751 -2.356 -4.257
C 2.592 0.425 -2.744
N 2.051 0.564 -1.414
C 0.763 0.463 -1.038
N 0.663 0.583 0.264
C 1.949 0.754 0.655
N 2.822 0.753 -0.327
H 2.365 4.979 -4.134
H 2.831 3.785 -5.336
H 3.971 4.266 -4.066
H 2.254 4.648 -1.968
H 3.149 3.262 -1.343
H 1.392 3.229 -1.391
H 0.330 3.615 -3.805
H 0.398 1.966 -3.198
H 0.882 2.319 -4.864
H 4.836 2.707 -3.053
H 4.035 2.077 -5.359
H 2.529 1.162 -5.419
H 5.035 -0.083 -4.247
H 4.880 0.060 -5.990
H 2.301 -0.667 -6.792
H 0.997 -2.750 -6.916
H 3.219 -4.344 -3.633
H 4.521 -2.256 -3.500
H 3.380 -0.324 -2.680
H 1.795 0.037 -3.376
H -0.056 0.285 -1.722
H 2.234 0.891 1.685
O -4.025 -0.456 -3.020
C -3.114 -1.163 -2.573
N -2.254 -1.870 -2.230
```

Calculated values
E_HOMO: -0.147 Eh
Maximum force: 1.5 eV/A
Net charge: -1
LUMO level: 1.94 eV
Total energy: -118488.649 eV

Results of the Mulliken charge analysis, in e, for atoms 1 through 99: 1.32 -0.21 -0.73 -0.37 -0.80 0.31 -0.59 -0.05 0.65 -0.58 -0.63 -0.75 -0.47 0.22 0.66 -1.07 0.11 -0.52 -0.35 -0.76 -0.26 0.08 0.46 0.28 0.47 0.47 0.34 0.34 0.37 0.36 0.42 0.43 0.38 0.40 0.37 -0.21 -0.06 -0.67 -0.60 -0.93 0.81 -0.70 -0.89 -0.36 -0.10 0.84 0.21 0.08 0.42 0.36 0.36 0.39 0.42 0.56 -0.12 0.80 -0.13 -0.12 -0.55 -0.15 -1.92 2.24 -1.60 -1.83 1.86 -0.68 -1.24 -1.41 0.27 -0.04 -0.90 0.27 -0.26 -0.77 -0.13 -3.32 1.97 -0.51 -0.03 -0.91 -0.90 0.54 0.34 0.41 0.50 0.31 0.23 0.50 0.25 0.30 0.64 0.58 0.37 0.43 0.38 0.39 0.42 0.61 0.41


This record from OMol25 describes a cluster of 2 separate species, C4H8N5O4 in total at a distorted geometry. The level of theory is the ωB97M-V functional and the def2-TZVPD basis.

The geometry in XYZ format:
```
21
C4H8N5O4 (the ωB97M-V functional and the def2-TZVPD basis)
C -2.446 -2.112 -2.397
C 0.065 0.297 -0.198
C 1.285 -0.465 0.301
C -0.232 1.350 0.729
N 1.665 0.122 1.575
N 0.585 0.949 1.980
N 0.063 0.750 -1.600
N 1.005 -1.902 0.527
N -1.015 2.383 0.743
O -1.932 -1.386 -1.678
O -2.913 -2.935 -3.025
O 1.030 0.659 -2.290
O -0.927 1.377 -1.895
H -0.670 -0.510 -0.310
H 2.017 -0.277 -0.468
H 1.915 -0.631 2.242
H 0.974 1.773 2.517
H 1.658 -2.628 0.382
H 0.642 -2.027 1.406
H -1.174 2.891 1.567
H -1.599 2.321 -0.107
```

Calculated values
E_HOMO (spin up / spin down): -0.481 / -0.481 Eh
Maximum force: 7.5 eV/A
Net charge: +1
LUMO level (spin up / spin down): -4.95 / -4.95 eV
Total energy: -19907.075 eV

Want to see where the charge sits? The Mulliken charges in e are: 0.55 -0.04 -0.19 0.35 -0.33 -0.25 1.00 -0.62 -0.24 -0.32 -0.30 -0.55 -0.62 0.44 0.44 0.33 0.33 0.22 0.23 0.25 0.30


This record from OMol25 describes a cluster of 2 separate species, C4H9NO in total. The level of theory is the ωB97M-V functional and the def2-TZVPD basis.

The geometry in XYZ format:
```
15
C4H9NO (the ωB97M-V functional and the def2-TZVPD basis)
C -1.464 1.146 -0.055
N -0.884 0.031 -0.039
C -1.533 -1.200 0.322
C 1.324 -0.045 -0.880
O 1.361 -1.149 -1.373
C 2.036 0.342 0.395
H -2.479 1.334 0.313
H 0.890 0.825 -1.416
H -0.920 1.991 -0.489
H -1.676 -1.754 -0.613
H -2.500 -1.069 0.825
H -0.861 -1.807 0.939
H 2.318 -0.543 0.971
H 1.444 1.025 1.013
H 2.944 0.874 0.086
```

Calculated values
SMILES string: C=NC.CC=O
E_HOMO: -0.336 Eh
Maximum force: 0.5 eV/A
LUMO level: 0.92 eV
Total energy: -7829.962 eV

Want to see where the charge sits? The Mulliken charges in e are: -0.30 -0.15 -0.91 0.39 -0.55 -0.91 0.25 0.20 0.22 0.30 0.34 0.26 0.27 0.28 0.33


This record from OMol25 describes a structure of composition C12H13CoNO6SSe at a distorted geometry. The level of theory is the ωB97M-V functional and the def2-TZVPD basis.

The geometry in XYZ format:
```
35
C12H13CoNO6SSe (the ωB97M-V functional and the def2-TZVPD basis)
Co 1.453 0.835 -0.592
O 3.813 -2.630 -0.989
C 3.446 -1.385 -0.716
O 2.925 -0.650 -1.524
C 3.750 -0.980 0.717
O 2.803 -0.062 1.219
C 1.765 -0.668 1.982
C 0.660 -1.309 1.082
O -0.064 -2.159 1.565
O 0.591 -0.834 -0.092
H 3.578 -2.885 -1.896
H 4.723 -0.473 0.728
H 3.801 -1.880 1.338
H 1.295 0.140 2.551
H 2.167 -1.417 2.670
Se 3.103 4.997 -1.278
C 2.501 3.395 -1.326
N 2.082 2.292 -1.364
C -2.415 2.005 1.892
S -1.161 0.795 1.291
O -0.152 1.678 0.621
C -2.161 0.116 -0.050
C -2.305 0.855 -1.211
C -3.033 0.325 -2.261
C -3.591 -0.938 -2.146
C -3.428 -1.675 -0.983
C -2.708 -1.148 0.077
H -2.993 2.406 1.069
H -1.858 2.790 2.393
H -3.058 1.493 2.597
H -1.824 1.821 -1.289
H -3.161 0.891 -3.173
H -4.157 -1.352 -2.967
H -3.843 -2.669 -0.913
H -2.545 -1.720 0.978
```

Calculated values
E_HOMO (spin up / spin down): -0.284 / -0.283 Eh
Maximum force: 3.4 eV/A
Multiplicity: 2
LUMO level (spin up / spin down): -0.51 / -0.06 eV
Total energy: -140237.599 eV

Want to see where the charge sits? The Mulliken charges in e are: 0.70 -0.47 0.75 -0.54 -0.46 -0.44 -0.53 0.77 -0.71 -0.49 0.39 0.39 0.35 0.27 0.43 -0.20 0.30 -0.54 -1.07 0.55 -0.56 0.53 -0.29 -0.81 -0.35 -0.66 -0.48 0.35 0.41 0.38 0.51 0.39 0.40 0.40 0.36


This record from OMol25 describes a cluster of 2 separate species, C6H11N2O4 in total at a distorted geometry. The level of theory is the ωB97M-V functional and the def2-TZVPD basis.

The geometry in XYZ format:
```
23
C6H11N2O4 (the ωB97M-V functional and the def2-TZVPD basis)
C 1.640 -1.383 -0.277
C 1.634 1.270 0.261
C -1.304 -0.990 -0.446
C -0.611 -0.506 1.825
C -0.995 1.361 0.297
C 0.887 -0.059 -0.127
N 0.109 0.357 -2.817
N -0.551 -0.056 0.470
O 2.845 -1.282 -0.565
O 1.645 2.254 -0.444
O 1.013 -2.395 0.075
O 2.029 1.019 1.432
H -1.043 -0.813 -1.533
H -1.115 -2.043 -0.314
H -2.414 -0.911 -0.310
H 0.344 -0.214 2.385
H -1.456 -0.070 2.335
H -0.591 -1.515 1.911
H -1.915 1.407 0.914
H -0.121 1.954 0.655
H -1.192 1.418 -0.686
H 0.926 -0.150 -2.457
H 0.235 1.348 -2.584
```

Calculated values
E_HOMO (spin up / spin down): -0.176 / -0.154 Eh
Maximum force: 4.5 eV/A
Net charge: -1
LUMO level (spin up / spin down): 3.15 / 2.62 eV
Total energy: -17567.016 eV

Want to see where the charge sits? The Mulliken charges in e are: 0.54 0.04 -0.92 -0.86 -1.02 0.12 -0.67 0.56 -0.73 -0.66 -0.71 -0.65 0.42 0.35 0.38 0.27 0.34 0.40 0.39 0.35 0.41 0.38 0.27


This record from OMol25 describes a cluster of 2 separate species, C2H3NS in total at a distorted geometry. The level of theory is the ωB97M-V functional and the def2-TZVPD basis.

The geometry in XYZ format:
```
7
C2H3NS (the ωB97M-V functional and the def2-TZVPD basis)
C -1.849 0.840 -1.838
C 1.321 -0.607 1.230
N -1.212 0.259 -1.079
S 2.811 -0.670 1.869
H -2.633 1.308 -2.493
H 0.779 0.294 1.480
H 0.783 -1.424 0.831
```

Calculated values
SMILES string: C#N.C=S
E_HOMO: -0.316 Eh
Maximum force: 2.6 eV/A
LUMO level: -0.13 eV
Total energy: -14445.802 eV

Want to see where the charge sits? The Mulliken charges in e are: 0.08 -0.33 -0.33 -0.19 0.25 0.24 0.28